(1)
21
Properties=species:S:1:pos:R:3:forces:R:3:nbo_charge:R:1 method="wB97M-V/def2-TZVPD" energy_ev=-29016.9716 fmax_ev_per_a=3.8 homo_energy_ev=-9.1 multiplicity=1 smiles=CC(C)[Si@@H](O)[SiH2][SiH3] lumo_energy_ev=0.776 gap_ev=9.9
C -1.3130 -0.7227 1.1541 2.3 0.3 -3.0 -0.605
C -2.0490 -0.6072 -1.3651 -0.7 -0.9 3.2 -0.613
C -1.5963 0.1922 -0.0965 0.3 -0.2 0.2 -0.627
O 0.0287 2.5096 0.8493 0.1 0.1 1.3 -1.140
Si 2.8411 -1.0917 0.8090 0.3 -0.2 -0.7 0.349
Si 2.2926 0.8080 -0.4286 -1.8 -1.6 -0.3 0.176
Si -0.1081 1.4166 -0.3807 0.0 0.5 0.2 1.296
H -1.8878 -0.2655 1.8843 -0.5 0.1 2.2 0.218
H -1.5842 -1.7231 0.8819 -0.6 -0.6 0.3 0.206
H -0.2034 -0.7766 1.2883 -0.9 0.2 0.8 0.197
H -1.1994 -0.8564 -1.9576 0.1 -0.1 -1.1 0.208
H -2.8515 0.0072 -1.6975 -0.2 0.2 -1.7 0.221
H -2.5547 -1.5699 -0.9885 0.8 1.2 -0.7 0.199
H -2.4878 0.7718 0.2232 0.7 0.2 -0.4 0.217
H -0.3044 3.4054 0.9904 0.0 -0.7 -0.5 0.519
H 4.3493 -0.9787 1.0752 -0.9 -0.5 -0.2 -0.115
H 2.3700 -2.3785 -0.0074 0.6 1.1 1.2 -0.108
H 2.1717 -0.7936 2.1181 0.0 -0.6 -0.3 -0.123
H 3.0230 0.8683 -1.6750 0.0 -0.2 -0.9 -0.123
H 2.9209 1.8298 0.2615 0.7 1.7 1.3 -0.133
H -0.3229 2.3751 -1.4660 -0.3 -0.3 -0.9 -0.220


(2)
109
Properties=species:S:1:pos:R:3:forces:R:3:mulliken_charge:R:1 method="wB97M-V/def2-TZVPD" energy_ev=-173472.8522 fmax_ev_per_a=0.8 homo_energy_ev=-2.0 multiplicity=1 total_charge=-1 lumo_energy_ev=0.886 gap_ev=2.9
Na -0.0407 -0.1835 -0.5701 -0.4 0.1 0.2 1.237
C -2.1924 1.7225 2.2168 0.0 0.0 0.2 -1.452
Si -0.4558 0.9922 1.9619 -0.1 0.1 -0.1 1.971
C 0.6620 2.5752 2.2036 -0.1 -0.1 0.0 0.084
C 0.4187 3.4496 3.2674 0.0 0.0 0.0 -0.479
C 1.0496 4.6794 3.3793 0.0 0.0 0.0 -1.048
C 1.9452 5.0854 2.3992 0.0 0.0 0.0 -0.880
C 2.2196 4.2352 1.3409 0.1 0.1 0.0 -0.167
C 1.6114 2.9833 1.2553 0.1 -0.2 -0.1 -0.280
P 2.0732 1.8660 -0.1476 -0.3 0.6 -0.1 2.734
C 1.7895 3.0814 -1.5228 -0.1 -0.1 0.1 0.287
C 2.6937 3.4180 -2.5216 0.1 0.0 -0.1 -0.606
C 2.3060 4.2173 -3.5940 0.0 0.0 0.0 -0.689
C 1.0084 4.6936 -3.6818 -0.1 0.0 0.0 -0.674
C 0.0943 4.3720 -2.6814 0.1 0.0 -0.1 -0.433
C 0.4826 3.5755 -1.6189 0.0 0.0 0.0 -0.879
C 3.9022 1.7721 -0.1083 0.0 -0.1 -0.1 0.636
C 4.7168 2.2310 0.9212 0.0 -0.1 0.1 -0.879
C 6.0831 1.9830 0.9049 0.0 0.0 0.0 -0.597
C 6.6601 1.2823 -0.1424 0.0 0.0 0.0 -0.760
C 5.8594 0.8143 -1.1765 0.0 0.0 0.1 -0.821
C 4.4938 1.0483 -1.1470 0.1 0.0 -0.1 -0.819
C -0.0608 0.0295 3.5782 0.2 0.0 0.0 0.062
C -0.8833 -0.1623 4.6865 0.0 0.0 0.0 -0.656
C -0.4671 -0.9346 5.7657 0.0 0.0 0.0 -0.660
C 0.7869 -1.5270 5.7621 0.0 0.0 0.0 -0.768
C 1.6254 -1.3578 4.6655 0.1 -0.1 0.0 -0.056
C 1.1969 -0.6058 3.5816 -0.2 0.2 -0.3 -0.972
P 2.1480 -0.3001 2.0296 0.5 -0.6 0.3 1.174
C 3.8682 -0.6243 2.6582 -0.2 0.1 0.0 -0.133
C 4.7642 -1.5345 2.1102 0.1 -0.1 -0.1 -0.501
C 6.0730 -1.6197 2.5766 0.0 0.0 0.0 -0.620
C 6.5052 -0.7995 3.6046 0.0 0.0 0.0 -0.599
C 5.6203 0.1203 4.1597 0.0 0.0 0.0 -0.740
C 4.3252 0.2106 3.6831 0.0 0.1 0.0 -0.477
C 1.9167 -1.8646 1.0630 0.1 -0.1 0.3 0.734
C 1.5072 -3.0548 1.6685 -0.1 0.0 0.0 -0.851
C 1.5198 -4.2518 0.9711 0.0 0.0 0.0 -0.870
C 1.9444 -4.2912 -0.3521 0.0 0.0 0.0 -0.704
C 2.3384 -3.1174 -0.9709 -0.1 0.1 -0.1 -0.549
C 2.3175 -1.9153 -0.2718 0.1 0.1 0.0 0.336
H -2.3302 2.1563 3.2140 -0.1 0.0 0.0 0.372
H -2.3780 2.5023 1.4752 0.0 0.0 0.0 0.371
H -2.9630 0.9667 2.0512 0.0 0.0 0.0 0.334
H -0.3043 3.1613 4.0240 0.0 0.0 0.0 0.327
H 0.8292 5.3299 4.2180 0.0 0.0 0.0 0.390
H 2.4235 6.0559 2.4548 0.0 0.0 0.0 0.413
H 2.9153 4.5517 0.5705 0.0 0.0 0.0 0.432
H 3.7165 3.0631 -2.4720 0.0 0.0 0.0 0.355
H 3.0292 4.4677 -4.3611 0.0 0.0 0.0 0.414
H 0.7086 5.3151 -4.5161 0.0 0.0 0.0 0.366
H -0.9241 4.7353 -2.7323 0.0 0.0 0.0 0.449
H -0.2465 3.3207 -0.8554 0.0 0.0 0.0 0.320
H 4.2807 2.7552 1.7608 0.0 0.0 0.0 0.267
H 6.6942 2.3278 1.7295 0.0 0.0 0.0 0.400
H 7.7245 1.0845 -0.1443 0.0 0.0 0.0 0.381
H 6.2924 0.2525 -1.9948 0.0 0.0 0.0 0.430
H 3.8737 0.6607 -1.9504 0.0 0.0 0.0 0.445
H -1.8648 0.2992 4.7078 0.0 0.0 0.0 0.386
H -1.1235 -1.0704 6.6181 0.0 0.0 0.0 0.414
H 1.1119 -2.1250 6.6050 0.0 0.0 0.0 0.398
H 2.6055 -1.8229 4.6599 0.0 0.0 0.0 0.482
H 4.4518 -2.1904 1.3073 0.0 0.0 0.0 0.363
H 6.7519 -2.3363 2.1306 0.0 0.0 0.0 0.397
H 7.5215 -0.8710 3.9720 0.0 0.0 0.0 0.352
H 5.9431 0.7728 4.9619 0.0 0.0 0.0 0.398
H 3.6502 0.9422 4.1170 0.0 0.0 0.0 0.463
H 1.1808 -3.0401 2.7009 0.0 0.0 0.0 0.380
H 1.2004 -5.1619 1.4647 0.0 0.0 0.0 0.389
H 1.9604 -5.2282 -0.8944 0.0 0.0 0.0 0.386
H 2.6623 -3.1282 -2.0053 0.0 0.0 0.0 0.456
H 2.6469 -1.0102 -0.7710 0.0 0.0 0.1 -0.287
Se -1.1147 -5.1221 -6.7335 0.0 0.0 0.1 0.180
N -1.3413 -5.3022 -4.9697 0.0 -0.1 0.0 -0.882
C -1.0766 -4.1479 -4.4282 0.0 0.1 0.1 0.757
C -1.1622 -3.8792 -2.9907 0.0 -0.2 -0.3 0.845
C -1.6052 -4.8490 -2.0911 0.0 0.0 0.1 -0.827
C -1.7004 -4.5239 -0.7585 0.0 0.0 0.0 -1.071
C -1.3351 -3.2362 -0.3637 -0.1 0.0 0.0 -0.771
N -0.9038 -2.3182 -1.2085 0.1 0.0 0.0 0.506
C -0.8240 -2.6171 -2.5086 0.1 0.4 -0.2 -0.341
C -0.3921 -1.5279 -3.4441 -0.2 -0.3 0.4 -0.817
N -0.0705 -0.3389 -2.9145 0.1 -0.1 -0.3 0.499
C 0.2397 0.6521 -3.7373 0.0 0.0 0.0 0.077
C 0.2669 0.5194 -5.1244 0.0 0.0 0.0 -0.980
C -0.0273 -0.7073 -5.6721 0.0 0.1 0.1 -0.822
C -0.3626 -1.7568 -4.8189 0.0 -0.2 -0.2 0.814
C -0.6885 -3.0888 -5.3378 0.0 0.1 0.2 0.883
N -0.6459 -3.4026 -6.6005 0.0 0.0 -0.1 -0.891
H -1.8778 -5.8276 -2.4632 0.0 0.0 0.0 0.497
H -2.0535 -5.2345 -0.0246 0.0 0.0 0.0 0.524
H -1.4102 -2.9300 0.6736 0.0 0.0 0.0 0.537
H 0.4826 1.6048 -3.2792 0.0 0.0 0.0 0.030
H 0.5193 1.3729 -5.7378 0.0 0.0 0.0 0.551
H -0.0144 -0.8775 -6.7404 0.0 0.0 0.0 0.506
Cl -8.6456 -0.6886 0.9057 0.1 0.0 0.0 -0.315
C -7.0336 -0.3596 0.2638 -0.1 0.0 0.0 0.282
C -6.6988 0.9103 -0.1940 -0.1 0.0 0.0 -0.543
C -5.4451 1.1700 -0.6964 0.1 0.1 0.0 -0.628
C -4.4152 0.1718 -0.7872 -0.2 0.0 0.1 1.142
C -3.1515 0.4136 -1.2946 0.1 0.0 -0.1 -1.078
C -4.8187 -1.1138 -0.2838 0.1 0.0 0.0 -0.216
C -6.0754 -1.3656 0.2156 -0.1 -0.1 0.0 -0.713
H -7.4367 1.7038 -0.1509 0.0 0.0 0.0 0.354
H -5.2192 2.1742 -1.0409 0.0 0.0 0.0 0.272
H -2.8581 1.3863 -1.6703 0.0 0.0 0.0 0.189
H -2.4397 -0.3948 -1.3270 0.1 -0.1 -0.1 -0.264
H -4.0977 -1.9268 -0.3058 0.0 0.0 0.0 0.280
H -6.3239 -2.3571 0.5783 0.0 0.0 0.0 0.359


(3)
95
Properties=species:S:1:pos:R:3:forces:R:3:nbo_charge:R:1 method="wB97M-V/def2-TZVPD" energy_ev=-87424.1080 fmax_ev_per_a=1.2 homo_energy_ev="-12.8 / -13.2" multiplicity=5 s2=6.033 total_charge=+2 lumo_energy_ev="-5.255 / -7.944" gap_ev="7.5 / 5.3"
Pd -0.9947 -1.2080 0.4031 -0.2 0.2 1.2 1.038
C -3.1465 2.6694 5.0784 0.0 0.0 0.0 -0.618
C -1.7647 2.6839 4.4377 -0.2 0.0 -0.2 -0.224
N -1.8196 2.4395 2.9896 -0.1 0.0 0.2 -0.562
C -1.7614 1.2236 2.4452 -0.1 -0.1 0.0 0.306
S -2.0360 1.1010 0.7123 0.1 -0.1 0.0 -0.184
N -1.5403 0.1965 3.2193 0.0 -0.2 -0.1 -0.421
N -1.5197 -1.0030 2.5792 0.1 0.1 -0.3 -0.246
C -1.9193 -2.0337 3.2289 0.0 -0.2 0.1 0.272
C -2.5186 -1.9488 4.5987 0.2 -0.1 0.0 -0.685
C -1.7241 -3.3605 2.5928 -0.1 0.3 0.0 0.146
C -1.8467 -4.5149 3.3407 -0.1 -0.3 0.2 -0.212
C -1.6324 -5.7462 2.7371 0.0 -0.1 0.1 -0.120
C -1.2965 -5.7807 1.3978 0.0 -0.1 0.0 -0.222
C -1.1767 -4.5794 0.7214 0.0 0.1 0.0 0.055
N -1.3898 -3.3907 1.2931 0.3 0.0 -0.3 -0.527
H -3.0523 2.6771 6.1656 0.0 0.0 -0.1 0.233
H -3.6960 1.7697 4.7895 0.1 0.1 0.0 0.210
H -3.7339 3.5419 4.7843 0.0 -0.1 0.0 0.218
H -1.1294 1.9200 4.8737 0.1 0.0 0.0 0.226
H -1.2795 3.6457 4.5799 0.1 0.1 0.0 0.214
H -2.0873 3.1923 2.3812 0.0 0.1 0.0 0.412
H -2.8929 -0.9508 4.7828 0.0 0.1 0.0 0.264
H -1.7623 -2.1662 5.3619 -0.1 0.0 -0.1 0.254
H -3.3270 -2.6716 4.7066 0.0 0.0 0.0 0.241
H -2.0975 -4.4565 4.3911 0.0 0.0 -0.1 0.245
H -1.7214 -6.6622 3.3105 0.0 0.1 0.0 0.248
H -1.1286 -6.7145 0.8767 0.0 0.1 0.0 0.248
H -0.8938 -4.5752 -0.3214 0.0 0.0 0.0 0.213
C 0.2306 1.7257 -3.8031 0.2 0.1 0.0 -1.065
Sb -0.0133 1.2808 -1.7356 0.1 0.0 -0.1 1.845
C -1.1173 -0.5529 -1.7174 -0.5 0.1 -0.4 -1.016
C -2.4618 -0.0663 -2.0198 0.2 0.1 -0.1 0.093
C -3.6557 -0.7907 -1.8755 0.1 0.1 0.0 -0.208
C -4.8600 -0.1793 -2.1806 0.0 -0.1 0.0 -0.142
C -4.8691 1.1383 -2.6062 -0.1 0.1 0.0 -0.207
C -3.6583 1.8195 -2.6796 0.2 0.0 0.0 0.084
N -2.5002 1.2383 -2.3985 -0.2 -0.1 0.0 -0.494
Si -0.6313 -2.2826 -2.4167 0.0 0.2 -0.5 1.669
C -0.4101 -1.9011 -4.2363 0.0 0.1 -0.2 -1.100
C 0.8997 -3.0010 -1.6558 0.2 -0.1 0.0 -1.139
C -2.0338 -3.5001 -2.4633 -0.3 -0.1 0.2 -1.146
C 1.9553 1.3408 -0.7636 -0.3 -0.4 0.4 -1.391
C 2.1427 0.3229 0.3559 -0.2 0.1 -0.2 0.335
C 3.3550 0.4037 1.0638 0.0 0.2 0.0 -0.292
C 3.6611 -0.4646 2.0839 0.1 0.1 0.0 -0.108
C 2.7417 -1.4482 2.4154 0.1 0.0 0.1 -0.252
C 1.5659 -1.4735 1.7191 -0.1 0.3 -0.4 0.042
N 1.2353 -0.6124 0.7155 0.1 -0.3 0.4 -0.544
Si 3.3645 1.2608 -2.0980 -0.1 0.0 0.1 1.769
C 5.0442 0.9591 -1.3703 0.4 0.0 0.1 -1.150
C 3.0756 -0.1790 -3.2417 0.1 -0.2 -0.2 -1.161
C 3.4351 2.8751 -3.0166 0.1 0.2 -0.2 -1.159
Si 1.9449 3.1222 0.0509 0.1 -0.1 0.1 1.777
C 1.0037 4.3038 -1.0410 -0.1 0.2 -0.3 -1.167
C 3.6595 3.7752 0.3604 0.3 0.2 0.0 -1.162
C 1.0569 2.9535 1.6661 -0.2 0.0 0.2 -1.174
H -0.6237 1.2687 -4.2952 0.0 0.0 0.0 0.252
H 1.1663 1.3265 -4.1858 -0.1 0.1 -0.1 0.244
H 0.1972 2.8094 -3.9308 0.0 -0.1 0.0 0.252
H -3.6319 -1.8003 -1.5045 0.0 -0.1 0.0 0.234
H -5.7900 -0.7250 -2.0764 0.1 0.0 0.0 0.245
H -5.7941 1.6385 -2.8646 0.1 0.0 0.0 0.249
H -3.6209 2.8651 -2.9672 0.0 -0.1 0.0 0.220
H 0.4651 -1.3099 -4.4979 0.0 0.0 0.0 0.241
H -1.3024 -1.3692 -4.5865 0.1 -0.1 0.0 0.243
H -0.3501 -2.8525 -4.7827 0.0 0.2 0.1 0.265
H 1.7407 -2.3114 -1.7284 0.1 0.0 0.0 0.251
H 1.1608 -3.9140 -2.2087 0.0 0.2 0.1 0.267
H 0.7861 -3.2689 -0.6057 0.1 0.0 0.0 0.234
H -2.8056 -3.1241 -3.1417 0.1 -0.1 0.0 0.259
H -2.5137 -3.7544 -1.5160 0.0 0.0 -0.1 0.239
H -1.6349 -4.4237 -2.9012 -0.1 0.1 0.1 0.266
H 4.0617 1.1753 0.7830 -0.2 -0.2 0.2 0.247
H 4.6050 -0.3822 2.6104 -0.1 0.0 0.0 0.243
H 2.9294 -2.1692 3.2020 0.0 0.1 -0.1 0.246
H 0.8417 -2.2287 1.9679 -0.3 -0.1 0.0 0.204
H 5.1073 0.0019 -0.8438 0.1 0.1 -0.1 0.248
H 5.4125 1.7504 -0.7094 0.0 -0.2 -0.1 0.244
H 5.7294 0.9067 -2.2291 -0.1 0.0 0.1 0.267
H 3.6385 -1.0517 -2.8939 -0.1 0.1 0.0 0.257
H 3.4358 0.0583 -4.2520 -0.1 -0.1 0.2 0.266
H 2.0306 -0.4653 -3.3206 -0.1 -0.1 -0.1 0.221
H 3.8174 3.6814 -2.3805 -0.1 -0.1 -0.2 0.252
H 2.4846 3.2030 -3.4368 0.1 0.0 -0.1 0.237
H 4.1398 2.7600 -3.8511 -0.1 0.0 0.1 0.269
H 1.3687 4.3294 -2.0745 -0.1 0.1 0.2 0.249
H 1.1224 5.3148 -0.6300 0.0 -0.1 -0.1 0.274
H -0.0741 4.0914 -1.0528 0.1 0.1 0.0 0.240
H 4.3806 3.5564 -0.4304 -0.1 0.1 0.2 0.244
H 4.0599 3.4064 1.3107 0.0 0.1 -0.1 0.251
H 3.5935 4.8700 0.4421 0.0 -0.2 0.0 0.269
H 0.1208 2.3983 1.5318 0.4 0.2 0.0 0.247
H 0.8099 3.9450 2.0698 0.1 -0.2 -0.1 0.257
H 1.6637 2.4280 2.4120 -0.1 0.1 -0.1 0.251


(4)
5
Properties=species:S:1:pos:R:3:forces:R:3:nbo_charge:R:1 method="wB97M-V/def2-TZVPD" energy_ev=-9450.5496 fmax_ev_per_a=1.9 homo_energy_ev=-10.8 multiplicity=1 lumo_energy_ev=0.446 gap_ev=11.3
C -1.0235 -0.0439 0.0419 -0.1 -0.6 -1.8 0.641
N 1.5111 -0.2825 -0.2911 1.2 0.2 -0.8 -0.021
N 2.1489 -0.1129 -1.1671 -0.7 -0.2 0.8 0.012
F -1.2170 -0.6967 1.1115 -0.1 -1.1 1.5 -0.314
F -1.4196 1.1360 0.3048 -0.4 1.7 0.3 -0.318


(5)
42
Properties=species:S:1:pos:R:3:forces:R:3:nbo_charge:R:1 method="wB97M-V/def2-TZVPD" energy_ev=-77319.5456 fmax_ev_per_a=10.7 homo_energy_ev="-17.3 / -17.2" multiplicity=3 s2=2.010 total_charge=+3 lumo_energy_ev="-12.688 / -14.522" gap_ev="4.6 / 2.7"
C -4.9314 -1.1750 -1.7738 0.9 -0.1 0.3 -0.633
C -3.3632 -0.7551 -2.0788 -0.7 1.0 0.5 -0.418
C -2.6130 -0.3914 -0.6649 1.2 -0.1 -0.4 -0.238
C -2.0414 -1.6970 0.1615 -0.4 0.0 0.7 -0.636
C -1.3282 0.6010 -1.0679 -1.9 -1.4 -0.2 0.366
O -0.8145 0.2581 -2.4359 1.6 -0.2 2.7 -0.697
O -0.2815 0.3310 -0.0708 0.5 3.2 -0.5 -0.583
C 0.4167 1.5576 0.3553 -1.3 0.1 -0.6 0.547
O 0.7596 2.3206 -0.8538 -1.0 0.8 2.8 -0.714
C -0.5226 2.5493 1.3128 0.2 0.0 1.4 -0.602
C -0.9147 1.8280 2.7518 -4.6 -5.1 1.5 0.838
O -1.8496 0.8556 2.8793 7.5 7.6 -0.8 -0.464
F -0.1138 2.2997 3.9401 -2.3 -1.4 -3.9 -0.351
C 1.7560 1.0302 1.2084 -2.1 0.8 0.4 -0.132
Cl 1.3149 -0.6600 1.8208 1.2 1.6 -0.4 0.045
N 3.0001 1.1250 0.3664 1.3 1.0 2.9 -0.481
I 3.7471 3.0428 0.8059 -0.5 -0.7 -1.2 1.012
C 4.1148 0.2145 0.8009 1.5 -2.4 -2.6 -0.270
C 4.0376 -1.2644 -0.1916 1.6 -1.6 3.2 0.040
C 3.9764 -2.7322 0.7344 0.5 5.9 -3.6 -0.066
O 5.2861 -2.2014 -0.1068 -6.6 0.7 0.6 -0.435
H -5.0442 -1.2261 -0.5921 -0.1 -0.1 -2.6 0.213
H -5.1280 -2.2236 -2.2689 0.0 2.2 1.1 0.239
H -5.6321 -0.3331 -2.1898 1.3 -1.9 0.8 0.244
H -3.4081 0.2473 -2.7217 0.4 -2.3 1.2 0.226
H -2.7623 -1.5805 -2.6675 -1.2 1.8 1.3 0.212
H -3.2865 0.2376 0.0768 1.2 -1.3 -1.7 0.243
H -1.7498 -1.3604 1.2676 -0.5 -0.8 -2.5 0.239
H -2.8406 -2.5610 0.2786 1.5 1.9 -0.4 0.262
H -1.0928 -2.1781 -0.3520 -1.7 1.0 0.8 0.144
H -1.7639 1.6882 -1.0513 1.3 -1.9 -0.3 0.188
H 0.0925 -0.1847 -2.2840 -2.3 1.3 -0.2 0.428
H 0.1658 3.1506 -0.7949 1.4 -1.7 -0.5 0.515
H 0.0448 3.5583 1.5665 -1.0 -2.2 -0.6 0.273
H -1.5336 2.8309 0.7903 1.9 -0.8 1.0 0.305
H 1.8838 1.7608 2.1160 -0.6 -1.9 -1.4 0.272
H 5.1484 0.6280 0.4279 -2.0 -0.7 1.1 0.290
H 4.0943 -0.1358 1.9132 0.0 0.8 -2.1 0.283
H 3.3655 -1.2180 -1.2503 2.6 2.2 3.3 -0.018
H 3.9012 -2.3042 1.8197 0.1 -1.9 -2.0 0.324
H 3.1104 -3.1390 0.0620 1.8 -0.9 2.7 0.068
Tm 2.7996 -2.7943 -2.0393 -0.5 -2.3 -1.6 1.924


> Which value of multiplicity does entry 5 give?

3


> Among the records above, which one has the highest multiplicity?

C32H51N6PdSSbSi3


> Look up the multiplicity of the second one.

1


What did the fifth record say?
42
Properties=species:S:1:pos:R:3:forces:R:3:nbo_charge:R:1 method="wB97M-V/def2-TZVPD" energy_ev=-77319.5456 fmax_ev_per_a=10.7 homo_energy_ev="-17.3 / -17.2" multiplicity=3 s2=2.010 total_charge=+3 lumo_energy_ev="-12.688 / -14.522" gap_ev="4.6 / 2.7"
C -4.9314 -1.1750 -1.7738 0.9 -0.1 0.3 -0.633
C -3.3632 -0.7551 -2.0788 -0.7 1.0 0.5 -0.418
C -2.6130 -0.3914 -0.6649 1.2 -0.1 -0.4 -0.238
C -2.0414 -1.6970 0.1615 -0.4 0.0 0.7 -0.636
C -1.3282 0.6010 -1.0679 -1.9 -1.4 -0.2 0.366
O -0.8145 0.2581 -2.4359 1.6 -0.2 2.7 -0.697
O -0.2815 0.3310 -0.0708 0.5 3.2 -0.5 -0.583
C 0.4167 1.5576 0.3553 -1.3 0.1 -0.6 0.547
O 0.7596 2.3206 -0.8538 -1.0 0.8 2.8 -0.714
C -0.5226 2.5493 1.3128 0.2 0.0 1.4 -0.602
C -0.9147 1.8280 2.7518 -4.6 -5.1 1.5 0.838
O -1.8496 0.8556 2.8793 7.5 7.6 -0.8 -0.464
F -0.1138 2.2997 3.9401 -2.3 -1.4 -3.9 -0.351
C 1.7560 1.0302 1.2084 -2.1 0.8 0.4 -0.132
Cl 1.3149 -0.6600 1.8208 1.2 1.6 -0.4 0.045
N 3.0001 1.1250 0.3664 1.3 1.0 2.9 -0.481
I 3.7471 3.0428 0.8059 -0.5 -0.7 -1.2 1.012
C 4.1148 0.2145 0.8009 1.5 -2.4 -2.6 -0.270
C 4.0376 -1.2644 -0.1916 1.6 -1.6 3.2 0.040
C 3.9764 -2.7322 0.7344 0.5 5.9 -3.6 -0.066
O 5.2861 -2.2014 -0.1068 -6.6 0.7 0.6 -0.435
H -5.0442 -1.2261 -0.5921 -0.1 -0.1 -2.6 0.213
H -5.1280 -2.2236 -2.2689 0.0 2.2 1.1 0.239
H -5.6321 -0.3331 -2.1898 1.3 -1.9 0.8 0.244
H -3.4081 0.2473 -2.7217 0.4 -2.3 1.2 0.226
H -2.7623 -1.5805 -2.6675 -1.2 1.8 1.3 0.212
H -3.2865 0.2376 0.0768 1.2 -1.3 -1.7 0.243
H -1.7498 -1.3604 1.2676 -0.5 -0.8 -2.5 0.239
H -2.8406 -2.5610 0.2786 1.5 1.9 -0.4 0.262
H -1.0928 -2.1781 -0.3520 -1.7 1.0 0.8 0.144
H -1.7639 1.6882 -1.0513 1.3 -1.9 -0.3 0.188
H 0.0925 -0.1847 -2.2840 -2.3 1.3 -0.2 0.428
H 0.1658 3.1506 -0.7949 1.4 -1.7 -0.5 0.515
H 0.0448 3.5583 1.5665 -1.0 -2.2 -0.6 0.273
H -1.5336 2.8309 0.7903 1.9 -0.8 1.0 0.305
H 1.8838 1.7608 2.1160 -0.6 -1.9 -1.4 0.272
H 5.1484 0.6280 0.4279 -2.0 -0.7 1.1 0.290
H 4.0943 -0.1358 1.9132 0.0 0.8 -2.1 0.283
H 3.3655 -1.2180 -1.2503 2.6 2.2 3.3 -0.018
H 3.9012 -2.3042 1.8197 0.1 -1.9 -2.0 0.324
H 3.1104 -3.1390 0.0620 1.8 -0.9 2.7 0.068
Tm 2.7996 -2.7943 -2.0393 -0.5 -2.3 -1.6 1.924